Record 1
A cluster of 2 separate species, C4H13NOS in total. Source: the OMol25 dataset; level of theory: wB97M-V/def2-TZVPD.

The SMILES is C[C@H](N)CCS.O. As for the energy relative to the best compared isomer or geometry (same formula, charge and spin): 35.0 kJ/mol. Its lowest unoccupied orbital energy is 0.90 eV. The multiplicity is 1. As for the HOMO-LUMO gap: 9.869 eV.

```
20
C4H13NOS wB97M-V/def2-TZVPD
S 1.66655 -1.00298 -2.02216
H -1.78025 -1.49868 -2.68851
H -0.85424 -1.13304 1.47708
H 0.03134 2.65833 0.90642
O -2.02384 -0.73327 -2.13391
H 1.43977 0.32748 -2.19646
H -1.62129 2.12092 0.99999
H -1.62493 -0.98318 -1.29471
H -0.48240 1.53576 2.17328
C 1.69195 -1.11726 -0.22681
H -2.12098 -0.33918 0.97051
H 1.29941 -0.03699 1.57931
N -1.17391 -0.57471 0.70363
H 2.71073 -1.27655 0.13096
H -0.46306 0.69174 -0.72960
C -0.27703 0.48610 0.33577
C 1.18357 0.12310 0.49124
C -0.58871 1.78438 1.11249
H 1.86423 0.96453 0.35247
H 1.12309 -1.99651 0.05902
```

Record 2
A cluster of 2 separate species, C4H13NOS2 in total. Source: the OMol25 dataset; level of theory: wB97M-V/def2-TZVPD.

The charge is -1. Its expectation value of S² is 0.7514. As for the energy relative to the best compared isomer or geometry (same formula, charge and spin): 63.2 kJ/mol. Its lowest unoccupied orbital energy (alpha / beta) is 2.66 / 2.63 eV. The multiplicity is 2. As for the HOMO-LUMO gap (alpha / beta): 1.990 / 7.869 eV.

```
21
C4H13NOS2 wB97M-V/def2-TZVPD
H -0.71845 1.27895 1.44007
S -3.12201 -0.49218 1.39656
N 0.20247 0.04961 -0.03689
H -1.17499 -1.64830 0.93379
S -3.67408 0.76370 2.87204
C -1.35724 -0.84789 1.65868
H -0.24313 0.53658 -0.79495
H -1.21687 -1.35846 2.61281
H 0.02883 -1.25463 -3.84817
H 2.03406 -0.87198 -0.19417
H 1.19049 1.37044 -1.80723
C -0.34675 0.26243 1.30187
H 2.67588 1.91298 -1.05143
H 0.29597 -1.94768 -2.51086
O 0.03377 -2.10902 -3.41798
C 2.11758 1.02173 -1.33709
H -3.54743 1.99423 2.28873
H 2.66170 0.57214 -2.16748
H 0.46706 0.04987 1.99829
C 1.69475 0.15927 -0.15200
H 1.99839 0.55821 0.81542
```

Record 3
A cluster of 2 separate species, C4H13NOS2 in total. Source: the OMol25 dataset; level of theory: wB97M-V/def2-TZVPD.

The SMILES is CNCCCSS.O. As for the energy relative to the best compared isomer or geometry (same formula, charge and spin): 151.3 kJ/mol. Its lowest unoccupied orbital energy is 0.73 eV. The multiplicity is 1. As for the HOMO-LUMO gap: 9.500 eV.

```
21
C4H13NOS2 wB97M-V/def2-TZVPD
H -1.96388 0.20940 -0.22685
H -1.10078 -1.05150 0.67788
N 0.98156 -1.61193 -1.99511
S -1.28906 0.93691 1.85382
H 0.68742 -0.14054 3.41921
H 2.97559 -2.62653 -1.99152
H 0.79429 -1.77917 0.09327
H -1.78375 1.15162 -3.94106
H -0.68209 0.53235 -3.04700
C 0.21792 0.20544 -0.54798
S 0.44058 1.01052 2.78135
C 2.25908 -1.99950 -2.54628
O -1.52960 0.98484 -3.03062
H 2.82615 -1.12478 -2.85999
C -1.05478 -0.01287 0.33603
H -0.16497 0.47506 -1.52644
H 2.15035 -0.75693 -0.57161
H 2.15251 -2.65926 -3.41151
H 0.32544 -2.38151 -2.07009
H 0.55393 1.12138 -0.05596
C 1.10176 -1.02728 -0.63057
```

Record 4
A cluster of 2 separate species, C4H13NSi in total. Source: the OMol25 dataset; level of theory: wB97M-V/def2-TZVPD.

As for the energy relative to the best compared isomer or geometry (same formula, charge and spin): 119.0 kJ/mol. Its lowest unoccupied orbital energy is 0.96 eV. The multiplicity is 1. As for the HOMO-LUMO gap: 10.504 eV.

```
19
C4H13NSi wB97M-V/def2-TZVPD
H 0.96944 1.67396 -2.15972
H -1.91036 1.50419 0.13863
H -1.17500 2.39079 -1.19739
N 1.07415 -1.97689 -0.05653
H 0.70821 1.82967 0.47604
H -1.21288 -0.14009 2.62543
H 1.88129 0.33006 -1.46384
Si -0.18559 -0.91520 0.46191
H -1.40240 -1.61386 0.00913
C -0.28140 -0.61637 2.33779
C -1.32564 1.40010 -0.77115
H 2.01835 -1.63314 -0.13595
H 0.45797 0.01007 -2.44970
C 0.88549 0.68714 -1.70898
C -0.00725 0.71456 -0.49651
H 1.09217 -2.91362 0.31371
H 0.53096 0.01764 2.68315
H -0.21436 -1.55891 2.87651
H -1.90317 0.80989 -1.48251
```

Record 5
The ion C4H14B2N3O3 with charge +1. Source: the OMol25 dataset; level of theory: wB97M-V/def2-TZVPD.

The charge is +1. The SMILES is NB(O)[C@@H]1COCC[N@@H+]1B(N)O. Its lowest unoccupied orbital energy is -3.49 eV. The multiplicity is 1. As for the HOMO-LUMO gap: 9.959 eV.

```
26
C4H14B2N3O3 wB97M-V/def2-TZVPD
H 0.42927 0.11848 -2.70770
H 1.81073 -0.33707 1.81014
C 0.89986 0.34430 -1.75169
C -0.19940 0.74098 -0.76775
C 2.42534 -0.51142 -0.27371
N -2.89084 0.32318 -1.01213
H 1.65560 1.12673 -1.89198
B -1.52665 -0.19039 -1.01679
H -0.50950 1.76632 -0.97569
O 1.51947 -0.83685 -1.29376
H 2.36273 1.14993 1.09351
H -3.11613 0.82209 -1.86865
B -0.67536 -0.10210 1.56582
N -0.54907 -1.49151 1.75942
H -2.07974 -2.03556 -1.08508
H 2.89719 -1.42661 0.07444
H -3.09705 0.95940 -0.25005
O -1.29784 -1.49389 -1.27808
H -1.68394 1.55766 2.05431
H 0.32145 1.65782 1.02944
H 3.22120 0.11782 -0.68958
N 0.34110 0.70150 0.68629
H -0.34352 -1.80740 2.69822
C 1.77692 0.25359 0.89983
O -1.70048 0.59405 2.10613
H 0.00867 -2.00105 1.08506
```

Record 6
A structure of composition C4H14BI2NbO11PS2. Source: the OMol25 dataset; level of theory: wB97M-V/def2-TZVPD.

The charge is -1. Its lowest unoccupied orbital energy is 1.41 eV. The multiplicity is 1. As for the HOMO-LUMO gap: 6.108 eV.

```
36
C4H14BI2NbO11PS2 wB97M-V/def2-TZVPD
C 2.64508 -2.03336 0.37748
I -3.14502 -4.22687 0.31007
I -7.57042 -4.47742 0.83610
H 6.14454 5.23679 -0.71510
O 5.02154 2.35635 -1.78515
C 6.20546 4.20146 -1.03699
P -4.07498 -0.56317 0.64410
O -7.35975 -0.21747 -0.44229
O -4.81909 0.72003 0.33858
S 5.40279 1.95821 -0.29576
O 6.05022 3.35217 0.11162
O 4.22871 1.77555 0.48254
H 3.03462 -2.30669 -0.60532
H 3.39052 -2.24471 1.13939
C 5.06677 3.78326 -1.94846
H 2.78347 0.08438 -0.15138
S 0.15904 -2.06782 0.10096
H 4.11254 4.20635 -1.63268
H -2.96964 -0.72642 -0.23269
H -5.48414 -2.13043 -1.08289
H 2.02005 -0.23332 1.42130
H 7.17925 4.00768 -1.48813
O 0.87300 -0.67782 -0.23986
O 1.47367 -2.81068 0.64499
O -0.24813 -2.64856 -1.12486
Nb -5.46852 -2.74058 0.64652
O 6.38818 0.93947 -0.34750
O -7.40917 -0.42930 1.88678
H -8.13314 0.18993 1.73257
H -6.65001 -0.19657 -1.08932
H -3.36494 -0.44406 1.86426
C 2.15147 -0.59920 0.40162
H -5.25496 -2.27759 2.39181
H 5.24300 4.00768 -2.99591
B -6.90368 -0.86987 0.68529
O -0.71832 -1.89739 1.19827
```

Results for largest force on an atom: 2.41, 1.86, 2.62, 4.10, 0.92, 1.72 (in eV/Å, following the order of the records).